1.
The following is a DFT calculation (ωB97M-V/def2-TZVPD) of C6H9N3O in the gas phase in a non-equilibrium geometry.

Calculated values
ΔE to the lowest compared entry with this formula, charge and spin = 342.1 kJ/mol
HOMO-LUMO gap = 9.257 eV
HOMO level = -0.317 hartree
2S+1 = 1

```
19
C6H9N3O ωB97M-V/def2-TZVPD
C -1.09727 -0.42029 3.08758
C -0.43976 0.20231 1.85281
C -0.32379 0.08657 -0.58213
C -0.19174 0.94822 -2.46394
C 0.94322 0.16332 -2.35872
C 1.70139 -1.39299 -0.50957
H -0.53289 -1.36710 3.67669
H -2.14102 -0.87325 2.94210
H -1.26295 0.17283 3.75789
H -1.20753 -1.38015 0.57104
H -0.45035 1.41354 -3.35043
H 1.86443 0.08331 -2.98623
H 1.80162 -1.02746 0.43754
H 2.41829 -1.17456 -0.92279
H 1.36929 -2.41024 -0.70364
N -0.87460 -0.38965 0.66505
N -0.96313 0.88165 -1.41516
N 0.74432 -0.44369 -1.13979
O 0.28034 1.08776 1.95637
```



2.
The following is a DFT calculation (ωB97M-V/def2-TZVPD) of a molecular structure, C84H121BGe2N2NaP2S4Sb.

Calculated values
ΔE to the lowest compared entry with this formula, charge and spin = 0.0 kJ/mol
HOMO-LUMO gap = 4.946 eV
HOMO level = -0.059 hartree
2S+1 = 1
charge = -2

```
218
C84H121BGe2N2NaP2S4Sb ωB97M-V/def2-TZVPD
Na 0.63095 -0.77350 0.37617
C 0.65720 -7.51643 0.60868
C 1.08485 -6.32202 -0.24717
C 2.46866 -5.85415 0.23985
C 1.23955 -6.78643 -1.69896
P 0.04996 -4.71855 -0.23132
C -0.18241 -4.48966 1.60143
N 0.95341 -3.83457 2.21342
B 1.53049 -2.53628 1.80879
N 2.57778 -2.39928 2.85262
C 3.33299 -1.20061 3.14802
P 4.24532 -0.47095 1.70195
C 5.08511 0.97682 2.61675
C 4.06135 1.62990 3.54867
C 6.33381 0.68778 3.45060
C 5.42570 1.99428 1.51630
C 5.55953 -1.80303 1.37243
C 6.65321 -1.18813 0.49933
C 6.16923 -2.51109 2.58159
C 4.84686 -2.86345 0.51540
C 2.54345 -3.43611 3.76610
C 3.30938 -3.70605 4.89030
C 3.06631 -4.87755 5.61454
C 2.07113 -5.75831 5.22239
C 1.29077 -5.49249 4.09222
C 1.52951 -4.33624 3.36458
C -1.73009 -5.08768 -0.73771
C -1.74363 -5.06797 -2.26815
C -2.33789 -6.39680 -0.23548
C -2.59636 -3.90782 -0.26360
H 1.50881 -8.19855 0.71413
H -0.15895 -8.07687 0.15676
H 0.35701 -7.22767 1.61627
H 3.20395 -6.64873 0.06423
H 2.46748 -5.62409 1.30581
H 2.79514 -4.95680 -0.29115
H 2.00043 -7.57356 -1.75534
H 1.55342 -5.95993 -2.34143
H 0.30940 -7.19699 -2.09404
H -0.34980 -5.45543 2.07713
H -1.08409 -3.89506 1.75087
H 4.04145 -1.39360 3.95631
H 2.64552 -0.41982 3.48459
H 3.87551 1.02584 4.43845
H 3.10887 1.82131 3.04541
H 4.46076 2.59387 3.88123
H 6.11899 -0.01859 4.25516
H 6.66721 1.62374 3.91658
H 7.16567 0.30398 2.86430
H 4.51994 2.29341 0.98493
H 6.12570 1.58273 0.78459
H 5.87777 2.89112 1.95830
H 7.25490 -0.44779 1.02551
H 6.20632 -0.70522 -0.37247
H 7.32889 -1.97669 0.14949
H 6.78988 -1.85417 3.18758
H 6.80206 -3.33578 2.23151
H 5.39660 -2.94881 3.21590
H 4.37090 -2.40496 -0.35336
H 4.07167 -3.38022 1.07743
H 5.58031 -3.60280 0.16635
H 4.08395 -3.02437 5.21925
H 3.66208 -5.09280 6.49410
H 1.88664 -6.65832 5.79717
H 0.50184 -6.17876 3.81065
H -1.03865 -5.77801 -2.69639
H -1.49581 -4.07075 -2.63930
H -2.74455 -5.32575 -2.62866
H -1.90390 -7.25917 -0.74215
H -3.41525 -6.39957 -0.44100
H -2.20393 -6.52136 0.84143
H -2.09184 -2.94507 -0.39074
H -2.89696 -4.00736 0.78026
H -3.50888 -3.86909 -0.86886
C 3.31657 6.65909 1.55921
C 2.04309 6.08577 2.12494
C 0.81059 6.40579 1.59248
C -0.37218 5.88747 2.12028
C -1.67244 6.34043 1.53094
C -0.31690 4.98691 3.17868
C 0.92961 4.67869 3.76169
C 1.03712 3.74791 4.93913
C 2.07937 5.23585 3.22554
C -1.54586 4.42970 3.84035
C -1.98588 5.13959 4.95784
C -2.96508 4.62662 5.78927
C -3.47935 3.37165 5.51794
C -3.09219 2.66211 4.38105
C -2.16048 3.21083 3.48164
Ge -1.58720 2.22993 1.81298
S 0.26548 1.26934 2.21060
S -1.55517 3.44980 -0.11311
Ge -2.58773 1.61833 -1.00811
S -1.27193 0.16651 -1.83337
S -3.34030 0.96636 1.03291
C -4.10293 2.18776 -2.26734
C -4.98037 3.27012 -2.02655
C -5.92518 3.66771 -2.97735
C -6.06510 3.01387 -4.18076
C -5.25423 1.92825 -4.42034
C -4.28596 1.51065 -3.49956
C -3.59422 0.29051 -4.03277
C -2.70102 0.44083 -5.09357
C -2.19975 1.80846 -5.46790
C -2.26306 -0.68373 -5.77963
C -2.72209 -1.95229 -5.45832
C -2.27905 -3.16034 -6.24371
C -3.60635 -2.07930 -4.39284
C -4.03315 -0.98074 -3.65926
C -4.93520 -1.15917 -2.46839
C -5.17568 4.05076 -0.76155
C -6.04781 3.52383 0.19484
C -6.55217 2.10950 0.08187
C -6.46502 4.32787 1.25139
C -6.04881 5.64346 1.37177
C -6.45310 6.48064 2.55694
C -5.21862 6.16090 0.38491
C -4.77552 5.38940 -0.68095
C -3.88451 5.99791 -1.72994
C -3.67910 1.29310 4.23559
C -2.95760 0.17995 4.66711
C -1.59772 0.31824 5.29679
C -3.52053 -1.08729 4.51420
C -4.78583 -1.26572 3.98312
C -5.36855 -2.64199 3.79268
C -5.51856 -0.13598 3.63021
C -4.98497 1.13670 3.75129
C -5.78111 2.34016 3.33046
H 3.14295 7.10821 0.58072
H 4.07606 5.88309 1.44698
H 3.72542 7.43068 2.21731
H 0.75162 7.07208 0.73590
H -1.71964 6.05186 0.48254
H -1.76547 7.42895 1.59371
H -2.52578 5.88892 2.03252
H 0.87876 2.72097 4.59838
H 0.28170 3.96206 5.69727
H 2.02587 3.81672 5.39623
H 3.03536 4.99870 3.67622
H -1.51279 6.08839 5.18760
H -3.29327 5.18044 6.66144
H -4.18959 2.91180 6.19743
H -6.57238 4.50289 -2.73233
H -6.80557 3.33088 -4.90624
H -5.35443 1.36673 -5.34247
H -1.76077 2.28937 -4.59066
H -3.00962 2.44895 -5.82489
H -1.43828 1.74502 -6.24580
H -1.54859 -0.56310 -6.58949
H -1.62844 -2.87152 -7.07032
H -3.13793 -3.69401 -6.65845
H -1.73081 -3.86109 -5.61176
H -3.97523 -3.06380 -4.12177
H -5.28588 -2.18970 -2.39442
H -5.80076 -0.49443 -2.51548
H -4.39255 -0.91968 -1.54781
H -6.81075 1.85730 -0.94753
H -7.43150 1.96102 0.71088
H -5.77634 1.41018 0.40622
H -7.15529 3.91978 1.98439
H -7.33941 6.07271 3.04494
H -6.66137 7.51193 2.26473
H -5.64901 6.50373 3.29744
H -4.90153 7.19659 0.45027
H -3.78399 7.07334 -1.57529
H -4.26933 5.82281 -2.73582
H -2.88977 5.54787 -1.67964
H -1.54188 1.20458 5.93063
H -0.82527 0.42424 4.52755
H -1.36161 -0.56188 5.89630
H -2.93666 -1.95358 4.81117
H -4.64970 -3.41512 4.06521
H -5.65336 -2.79744 2.74980
H -6.26401 -2.77822 4.40456
H -6.51721 -0.25303 3.21852
H -6.72931 2.03975 2.88487
H -5.22146 2.92437 2.59729
H -5.98779 2.99780 4.17960
C 6.19896 -2.06127 -3.93378
C 5.63337 -0.69982 -4.33820
C 6.50235 0.40509 -3.73708
C 5.67918 -0.60186 -5.86034
Sb 3.66649 -0.52448 -3.26414
C 2.94648 1.44739 -4.00643
C 3.42468 1.85804 -5.39456
C 3.46881 2.43682 -2.95908
C 1.42624 1.47829 -3.98644
C 2.42498 -2.12553 -4.18303
C 0.94479 -1.81567 -3.98230
C 2.76347 -3.37315 -3.36171
C 2.70917 -2.37709 -5.66076
H 7.23185 -2.15914 -4.29806
H 5.61989 -2.88065 -4.36600
H 6.21170 -2.19319 -2.85208
H 7.53250 0.31294 -4.10895
H 6.53587 0.34669 -2.64620
H 6.14113 1.39872 -4.00762
H 6.72547 -0.69428 -6.18799
H 5.30582 0.34546 -6.23344
H 5.11725 -1.40025 -6.34188
H 4.49586 2.06282 -5.41855
H 2.90883 2.78414 -5.68357
H 3.19411 1.10391 -6.14969
H 4.54270 2.34158 -2.77992
H 2.95681 2.30094 -2.00337
H 3.27298 3.46251 -3.29746
H 0.98563 1.05199 -3.08387
H 1.09085 2.52315 -4.03432
H 1.00427 0.95941 -4.84702
H 0.58486 -1.03317 -4.64656
H 0.70731 -1.51671 -2.95881
H 0.35943 -2.72146 -4.19532
H 2.43710 -3.26084 -2.32434
H 3.83215 -3.60318 -3.36035
H 2.23465 -4.23846 -3.78406
H 2.64856 -1.46173 -6.25458
H 1.96652 -3.08269 -6.06005
H 3.69467 -2.82322 -5.80844
```



3.
The following is a DFT calculation (ωB97M-V/def2-TZVPD) of C14H17NO8 in the gas phase.

Calculated values
ΔE to the lowest compared entry with this formula, charge and spin = 0.0 kJ/mol
HOMO-LUMO gap = 8.706 eV
HOMO level = -0.304 hartree
2S+1 = 1

```
40
C14H17NO8 ωB97M-V/def2-TZVPD
C -0.03212 -3.30281 1.63471
H 0.53485 -3.82587 2.39997
H 0.43621 -3.43177 0.65710
H -1.05888 -3.66980 1.59239
O -0.01328 -1.92610 1.99716
C -0.83755 -1.12720 1.33009
O -1.64152 -1.49442 0.51925
C -0.60620 0.33134 1.74176
C -1.76733 1.15067 1.19433
O -1.75726 1.86198 0.22621
O -2.83418 0.95905 1.96398
C -4.04335 1.57901 1.53906
H -3.88262 2.64538 1.36972
H -4.39111 1.11957 0.61251
H -4.76290 1.41884 2.33720
H -0.66478 0.37696 2.83307
C 0.81794 0.72541 1.27685
C 1.22103 -0.00006 0.01075
C 2.32674 -0.83405 0.01562
C 2.68953 -1.52742 -1.12722
C 1.94533 -1.39866 -2.28614
C 0.82379 -0.54959 -2.29734
C 0.47692 0.14775 -1.15700
H -0.38000 0.79881 -1.15727
O 0.15112 -0.50040 -3.49265
C -1.02867 0.26593 -3.55076
H -1.42452 0.12059 -4.55471
H -0.82213 1.32813 -3.39099
H -1.76012 -0.07811 -2.81390
O 2.29051 -2.09161 -3.39993
H 1.66117 -1.86266 -4.09799
H 3.54841 -2.17845 -1.13462
H 2.91292 -0.94860 0.91482
C 0.97672 2.24406 1.11957
N 2.41416 2.55436 0.98235
O 3.13864 2.19922 1.87993
O 2.76392 3.14048 -0.00964
H 0.46249 2.61851 0.23476
H 0.61272 2.75314 2.01589
H 1.50340 0.40841 2.07112
```



4.
The following is a DFT calculation (ωB97M-V/def2-TZVPD) of C5H12OSi2 in the gas phase in a non-equilibrium geometry.

Calculated values
ΔE to the lowest compared entry with this formula, charge and spin = 356.9 kJ/mol
HOMO-LUMO gap = 8.518 eV
HOMO level = -0.307 hartree
2S+1 = 1

```
20
C5H12OSi2 ωB97M-V/def2-TZVPD
C 0.30888 0.41554 0.20199
C 0.45009 1.79571 0.14312
C 1.11668 -0.60793 -0.65291
C 0.11016 -1.03087 -1.73964
C -0.79784 -0.07471 1.12178
O -0.45212 0.10494 -2.38321
Si -0.71962 1.55833 -1.51269
Si 0.02105 -0.75932 2.67030
H 1.91017 -0.07003 -0.96943
H 1.48575 -1.36618 0.03744
H 0.64211 -1.62459 -2.42986
H -0.63964 -1.66163 -1.33079
H -1.53725 0.85577 1.24100
H -1.37481 -0.72301 0.58521
H 1.41055 2.12754 -0.29810
H -2.18343 1.30733 -1.29732
H -0.52355 2.75166 -2.39427
H 0.77424 -1.83626 2.17087
H -0.90957 -1.53061 3.67191
H 0.90814 0.36831 3.16460
```